Computed, not measured: a cluster of 12 separate species, C63H150BN10O27 in total, with ωB97M-V/def2-TZVPD.

Atoms and positions in Å:
O (2.448, -2.796, -1.119)
C (1.534, -2.293, -0.537)
O (0.732, -1.334, -1.005)
B (-0.301, -1.084, 0.008)
O (0.000, -1.922, 1.173)
C (1.077, -2.625, 0.898)
O (1.683, -3.372, 1.613)
O (-1.656, -1.402, -0.532)
C (-2.434, -0.345, -0.585)
O (-3.549, -0.263, -1.009)
C (-1.599, 0.819, -0.036)
O (-0.462, 0.325, 0.411)
O (-1.954, 1.955, -0.018)
C (1.263, 3.575, 0.626)
C (2.426, 2.589, 0.624)
C (2.741, 2.058, 2.017)
O (2.142, 1.470, -0.224)
H (1.025, 3.930, -0.377)
H (1.618, 4.411, 1.239)
H (0.342, 3.227, 1.100)
H (3.330, 3.070, 0.241)
H (3.063, 2.880, 2.662)
H (3.550, 1.328, 1.961)
H (1.869, 1.559, 2.446)
H (1.241, 1.193, -0.012)
C (1.663, -2.808, 5.101)
O (2.722, -3.623, 4.739)
C (2.317, -4.913, 4.324)
C (3.536, -5.513, 3.651)
N (4.658, -5.699, 4.619)
C (5.891, -6.045, 3.911)
C (6.260, -7.509, 3.764)
O (5.237, -8.274, 3.113)
C (5.660, -9.534, 2.645)
H (1.260, -3.092, 6.088)
H (0.809, -2.816, 4.411)
H (1.930, -1.753, 5.196)
H (1.482, -4.829, 3.621)
H (1.953, -5.510, 5.173)
H (3.802, -4.949, 2.764)
H (3.325, -6.538, 3.314)
H (4.379, -6.567, 5.069)
H (6.790, -5.543, 4.288)
H (5.858, -5.598, 2.912)
H (6.545, -8.021, 4.688)
H (7.093, -7.541, 3.050)
H (6.304, -9.418, 1.766)
H (4.736, -10.049, 2.393)
H (6.210, -10.067, 3.429)
C (0.801, -0.996, -4.259)
O (1.018, 0.342, -4.614)
C (0.977, 1.200, -3.493)
C (1.528, 2.561, -3.880)
N (0.694, 3.249, -4.862)
C (1.135, 4.604, -5.138)
C (0.199, 5.273, -6.107)
O (0.164, 4.633, -7.354)
C (1.354, 4.599, -8.131)
H (1.597, -1.429, -3.642)
H (0.772, -1.656, -5.127)
H (-0.167, -1.102, -3.755)
H (1.627, 0.806, -2.701)
H (-0.052, 1.261, -3.117)
H (2.530, 2.403, -4.300)
H (1.592, 3.152, -2.965)
H (0.616, 2.756, -5.743)
H (2.195, 4.691, -5.434)
H (1.159, 5.144, -4.181)
H (0.474, 6.334, -6.227)
H (-0.821, 5.305, -5.723)
H (1.819, 5.588, -8.133)
H (1.010, 4.291, -9.114)
H (2.049, 3.860, -7.725)
C (-1.638, -4.862, -0.763)
O (-1.466, -4.744, -2.147)
C (-1.666, -5.984, -2.821)
C (-1.121, -5.987, -4.238)
N (0.348, -6.063, -4.311)
C (1.056, -5.090, -3.453)
C (2.435, -4.766, -3.967)
O (2.320, -3.902, -5.086)
C (3.515, -3.672, -5.771)
H (-2.538, -5.378, -0.404)
H (-1.636, -3.910, -0.234)
H (-0.789, -5.449, -0.381)
H (-2.725, -6.248, -2.771)
H (-1.123, -6.740, -2.238)
H (-1.485, -5.130, -4.815)
H (-1.385, -6.944, -4.694)
H (0.703, -5.987, -5.253)
H (1.106, -5.469, -2.433)
H (0.462, -4.173, -3.406)
H (2.958, -5.660, -4.338)
H (3.034, -4.347, -3.153)
H (4.380, -3.513, -5.118)
H (3.428, -2.823, -6.447)
H (3.761, -4.537, -6.405)
C (-2.427, 8.294, 1.354)
O (-3.162, 7.169, 0.970)
C (-3.726, 7.342, -0.324)
C (-4.826, 6.332, -0.547)
N (-4.359, 4.957, -0.346)
C (-5.496, 4.031, -0.150)
C (-5.076, 2.775, 0.626)
O (-4.432, 3.178, 1.817)
C (-4.246, 2.059, 2.644)
H (-3.020, 9.213, 1.272)
H (-1.520, 8.470, 0.758)
H (-2.089, 8.181, 2.383)
H (-2.912, 7.240, -1.052)
H (-4.094, 8.370, -0.447)
H (-5.207, 6.493, -1.567)
H (-5.661, 6.571, 0.117)
H (-4.101, 4.702, -1.312)
H (-5.894, 3.676, -1.105)
H (-6.369, 4.508, 0.308)
H (-4.436, 2.155, -0.008)
H (-5.967, 2.156, 0.808)
H (-5.178, 1.748, 3.146)
H (-3.619, 2.322, 3.495)
H (-3.924, 1.168, 2.100)
C (5.127, 4.766, -3.338)
O (5.695, 3.742, -2.564)
C (4.947, 2.554, -2.556)
C (5.377, 1.566, -1.464)
N (4.623, 0.308, -1.457)
C (4.516, -0.450, -2.707)
C (5.856, -0.855, -3.285)
O (6.578, 0.226, -3.858)
C (7.531, -0.189, -4.801)
H (4.150, 5.075, -2.940)
H (4.853, 4.398, -4.337)
H (5.860, 5.567, -3.353)
H (4.970, 2.023, -3.512)
H (3.874, 2.713, -2.367)
H (5.283, 2.021, -0.478)
H (6.415, 1.248, -1.591)
H (3.728, 0.507, -1.024)
H (3.954, 0.136, -3.449)
H (3.898, -1.322, -2.500)
H (5.651, -1.655, -4.005)
H (6.518, -1.248, -2.503)
H (8.342, -0.744, -4.314)
H (7.980, 0.672, -5.291)
H (7.101, -0.852, -5.558)
C (-7.544, 5.803, -3.634)
O (-6.468, 4.974, -3.261)
C (-5.431, 5.034, -4.225)
C (-4.294, 4.072, -3.818)
N (-3.180, 4.744, -3.156)
C (-2.116, 3.783, -2.817)
C (-0.789, 4.508, -2.595)
O (-0.893, 5.344, -1.473)
C (0.213, 6.211, -1.361)
H (-7.315, 6.856, -3.445)
H (-8.436, 5.468, -3.105)
H (-7.814, 5.714, -4.695)
H (-4.985, 6.023, -4.370)
H (-5.862, 4.635, -5.149)
H (-3.970, 3.509, -4.705)
H (-4.738, 3.297, -3.191)
H (-2.855, 5.540, -3.688)
H (-1.970, 3.106, -3.667)
H (-2.399, 3.274, -1.895)
H (-0.506, 4.982, -3.543)
H (-0.072, 3.697, -2.416)
H (1.149, 5.732, -1.061)
H (-0.017, 7.028, -0.676)
H (0.345, 6.696, -2.338)
C (4.509, -1.216, 7.726)
O (4.476, -1.535, 6.360)
C (4.961, -0.504, 5.548)
C (4.751, -0.792, 4.072)
N (5.252, -2.141, 3.727)
C (5.022, -2.421, 2.292)
C (5.872, -1.560, 1.369)
O (7.240, -1.705, 1.711)
C (8.065, -1.066, 0.763)
H (3.780, -0.435, 7.967)
H (5.498, -0.958, 8.118)
H (4.201, -2.116, 8.260)
H (6.030, -0.336, 5.736)
H (4.475, 0.466, 5.732)
H (5.264, -0.022, 3.480)
H (3.719, -0.720, 3.719)
H (6.266, -2.025, 3.706)
H (3.975, -2.326, 1.999)
H (5.279, -3.462, 2.088)
H (5.599, -0.499, 1.308)
H (5.695, -1.898, 0.338)
H (7.662, -0.110, 0.414)
H (8.230, -1.683, -0.124)
H (9.023, -0.837, 1.228)
C (-6.344, -1.281, 1.505)
O (-5.190, -1.264, 2.315)
C (-4.261, -2.216, 1.873)
C (-2.907, -2.146, 2.568)
N (-3.078, -2.238, 4.018)
C (-1.920, -1.950, 4.848)
C (-2.273, -1.568, 6.291)
O (-2.432, -2.705, 7.110)
C (-3.543, -3.518, 6.848)
H (-6.743, -2.295, 1.414)
H (-6.104, -0.864, 0.521)
H (-7.139, -0.637, 1.879)
H (-4.046, -2.094, 0.804)
H (-4.642, -3.241, 1.952)
H (-2.382, -1.218, 2.318)
H (-2.320, -3.006, 2.248)
H (-3.885, -1.730, 4.357)
H (-1.245, -1.219, 4.377)
H (-1.332, -2.873, 4.890)
H (-3.139, -0.899, 6.376)
H (-1.384, -1.076, 6.686)
H (-4.465, -2.942, 7.024)
H (-3.601, -4.301, 7.605)
H (-3.644, -3.967, 5.859)
C (-1.131, 5.897, 5.574)
C (-1.224, 5.021, 4.311)
C (-0.899, 3.571, 4.623)
O (-1.165, 2.743, 3.521)
C (-1.040, 1.358, 3.801)
N (-2.622, 5.135, 3.748)
H (-0.180, 6.438, 5.638)
H (-1.385, 5.383, 6.501)
H (-1.808, 6.749, 5.474)
H (-0.569, 5.444, 3.546)
H (-1.489, 3.262, 5.498)
H (0.157, 3.488, 4.917)
H (-0.049, 1.172, 4.221)
H (-1.216, 0.802, 2.882)
H (-1.873, 1.060, 4.449)
H (-3.062, 5.758, 4.419)
H (-3.179, 4.317, 4.006)
C (-8.827, -4.749, 0.122)
C (-8.813, -4.713, -1.389)
C (-7.408, -4.609, -1.941)
O (-6.840, -3.392, -1.437)
C (-5.447, -3.307, -1.654)
N (-9.483, -5.888, -1.965)
H (-8.584, -3.766, 0.523)
H (-8.119, -5.460, 0.554)
H (-9.805, -5.059, 0.499)
H (-9.359, -3.840, -1.770)
H (-7.431, -4.463, -3.028)
H (-6.749, -5.430, -1.651)
H (-5.189, -2.277, -1.405)
H (-5.181, -3.511, -2.695)
H (-4.834, -3.935, -0.998)
H (-9.441, -5.804, -2.979)
H (-10.477, -5.825, -1.768)

Summary:
**Energy relative to the best compared isomer or geometry (same formula, charge and spin)**: 112.9 kJ/mol
**Total charge**: -1
**E_HOMO**: -6.036 eV